No. 1
This record from the Open Molecules 2025 dataset describes 4 unconnected molecules or ions with the total composition C21H26F25O6P at a distorted geometry. The level of theory is ωB97M-V with the def2-TZVPD basis set.

Cartesian coordinates (Å):
C1 4.883 0.917 -2.882
C2 4.419 -0.687 -2.804
O1 2.964 -0.707 -3.015
C3 2.214 -0.611 -1.750
C4 1.559 0.887 -1.581
O2 1.239 1.272 -0.198
P1 2.662 1.391 0.804
C5 4.154 1.359 2.047
C6 4.566 2.860 2.592
O3 5.683 3.073 3.341
F1 3.739 4.100 2.353
H1 4.913 1.283 -1.755
H2 5.972 1.030 -3.315
H3 4.055 1.449 -3.527
H4 4.999 -1.218 -3.700
H5 4.786 -1.182 -1.809
H6 2.845 -0.981 -0.837
H7 1.291 -1.360 -1.861
H8 2.248 1.664 -2.155
H9 0.540 0.869 -2.202
H10 2.496 -0.022 1.102
H11 1.952 2.329 1.672
H12 3.465 1.936 -0.260
H13 3.782 0.758 3.010
H14 5.074 0.737 1.635
C7 -2.003 3.727 2.800
C8 -2.410 3.790 4.280
C9 -2.876 5.160 4.762
F2 -1.915 6.102 4.646
F3 -3.212 5.116 6.079
F4 -1.388 3.318 5.045
F5 -3.440 2.903 4.454
O4 -0.603 3.830 2.527
C10 -0.091 5.159 2.451
C11 0.936 5.465 3.549
F6 0.406 5.308 4.789
F7 1.366 6.753 3.472
F8 -1.125 6.035 2.436
F9 0.499 5.258 1.229
H15 -2.272 2.723 2.447
H16 -2.595 4.404 2.172
H17 -3.760 5.493 4.208
H18 1.805 4.806 3.468
C12 -0.192 -6.482 -3.321
C13 0.143 -7.541 -2.260
C14 -0.235 -7.162 -0.831
F10 0.410 -6.054 -0.405
F11 0.102 -8.157 0.032
F12 1.461 -7.866 -2.354
F13 -0.542 -8.680 -2.595
O5 0.881 -5.624 -3.716
C15 1.097 -4.490 -2.877
C16 2.464 -4.517 -2.181
F14 2.611 -5.624 -1.408
F15 2.615 -3.447 -1.356
F16 0.064 -4.375 -2.009
F17 1.020 -3.406 -3.695
H19 -0.447 -7.031 -4.237
H20 -1.102 -5.919 -3.080
H21 -1.312 -6.997 -0.739
H22 3.277 -4.506 -2.912
C17 -2.941 -0.650 -0.356
C18 -3.119 0.572 0.558
C19 -4.370 0.546 1.431
F18 -5.507 0.513 0.702
F19 -4.440 1.665 2.200
F20 -3.064 1.704 -0.194
F21 -2.025 0.623 1.382
O6 -3.375 -0.492 -1.710
C20 -4.765 -0.719 -1.937
C21 -5.501 0.538 -2.418
F22 -5.400 1.553 -1.522
F23 -6.830 0.295 -2.579
F24 -5.316 -1.260 -0.825
F25 -4.830 -1.684 -2.893
H23 -1.861 -0.821 -0.439
H24 -3.329 -1.572 0.094
H25 -4.363 -0.317 2.105
H26 -5.098 0.889 -3.372

Its gap between HOMO and LUMO is 9.66 eV. The calculation puts the energy at -111702.6122 eV. The SMILES is FC(F)C(F)(F)COC(F)(F)C(F)F.FC(F)C(F)(F)COC(F)(F)C(F)F.FC(F)C(F)(F)COC(F)(F)C(F)F.CCOCCO[PH3]CC(=O)F.

No. 2
This record from the Open Molecules 2025 dataset describes C21H26F2N4O in the gas phase. The level of theory is ωB97M-V with the def2-TZVPD basis set.

Cartesian coordinates (Å):
O1 0.745 -3.730 1.956
C1 0.604 -3.555 0.766
N1 -0.500 -2.876 0.322
C2 -0.899 -2.547 -0.966
C3 -0.995 -3.294 -2.125
C4 -1.517 -2.405 -3.070
N2 -1.734 -1.220 -2.539
N3 -1.354 -1.300 -1.265
C5 -1.486 -0.186 -0.347
C6 -2.238 0.976 -1.000
C7 -1.378 1.678 -2.063
N4 -0.063 2.078 -1.617
C8 0.091 3.397 -1.049
C9 -0.569 3.659 0.290
C10 0.133 3.476 1.476
C11 -0.475 3.687 2.707
C12 -1.795 4.089 2.779
C13 -2.500 4.289 1.605
C14 -1.892 4.080 0.380
H1 -2.447 4.252 -0.530
H2 -3.528 4.615 1.649
H3 -2.245 4.248 3.746
F1 0.227 3.503 3.839
F2 1.425 3.095 1.437
H4 -0.313 4.108 -1.776
H5 1.165 3.581 -0.954
C15 0.650 0.987 -0.996
C16 -0.117 0.303 0.143
H6 -0.283 1.003 0.962
H7 0.473 -0.529 0.529
H8 1.609 1.353 -0.628
H9 0.845 0.245 -1.780
H10 -1.905 2.556 -2.439
H11 -1.241 0.978 -2.894
H12 -3.143 0.601 -1.477
H13 -2.518 1.677 -0.213
H14 -2.070 -0.543 0.516
H15 -1.745 -2.586 -4.101
H16 -0.750 -4.325 -2.270
H17 -1.083 -2.522 1.073
C17 1.595 -3.997 -0.291
H18 1.058 -4.583 -1.037
C18 2.265 -2.782 -0.967
H19 2.309 -1.945 -0.267
H20 1.731 -2.459 -1.859
C19 3.681 -3.262 -1.266
C20 4.034 -4.062 -0.016
H21 4.277 -3.379 0.798
C21 2.747 -4.828 0.306
H22 2.768 -5.820 -0.146
H23 2.607 -4.946 1.380
H24 4.882 -4.728 -0.169
H25 3.677 -3.913 -2.141
H26 4.368 -2.437 -1.450

The energy relative to the best compared isomer or geometry (same formula, charge and spin) is 0.0000 eV. Its gap between HOMO and LUMO is 8.91 eV. The calculation puts the energy at -35642.0306 eV. The SMILES is O=C(Nc1ccnn1C1CCN(Cc2cccc(F)c2F)CC1)C1CCCC1.

No. 3
This record from the Open Molecules 2025 dataset describes a molecular structure, C21H26F5LaN7O6S4 at a distorted geometry. The level of theory is ωB97M-V with the def2-TZVPD basis set.

Cartesian coordinates (Å):
La1 -0.036 0.933 0.958
C1 -3.097 -2.303 2.943
C2 -2.382 -1.905 1.671
O1 -1.319 -1.307 1.680
N1 -2.945 -2.347 0.524
C3 -2.405 -1.969 -0.770
C4 -3.027 -0.686 -1.254
C5 -3.918 -0.693 -2.320
C6 -4.532 0.490 -2.690
C7 -4.253 1.631 -1.959
C8 -3.346 1.542 -0.913
N2 -2.733 0.418 -0.570
H1 -2.696 -1.711 3.762
H2 -2.908 -3.357 3.150
H3 -4.171 -2.147 2.866
H4 -3.902 -2.666 0.539
H5 -2.587 -2.776 -1.482
H6 -1.329 -1.800 -0.650
H7 -4.117 -1.610 -2.855
H8 -5.223 0.514 -3.522
H9 -4.718 2.577 -2.192
H10 -3.123 2.402 -0.296
S1 -2.256 2.721 2.044
S2 -1.189 4.265 2.867
S3 0.810 3.745 3.082
S4 1.558 3.388 1.235
O2 -0.707 -0.538 5.126
C9 -0.337 0.057 4.170
N3 0.069 0.661 3.246
C10 2.546 -2.602 3.384
C11 3.736 -1.665 3.204
C12 3.051 -0.411 2.670
O3 2.008 -0.877 1.819
C13 1.616 -2.185 2.240
H11 2.064 -2.419 4.344
H12 2.820 -3.655 3.320
H13 4.426 -2.067 2.461
H14 4.276 -1.482 4.131
H15 3.708 0.222 2.069
H16 2.626 0.183 3.491
H17 1.716 -2.847 1.372
H18 0.570 -2.166 2.559
N4 1.281 -2.695 -2.739
C14 0.578 -0.315 -2.157
N5 0.998 0.996 -2.514
O4 0.220 -0.510 -0.954
H19 0.597 -2.733 -3.490
H20 0.799 -2.927 -1.874
H21 0.942 1.138 -3.516
H22 0.406 1.689 -2.046
F1 1.887 -0.885 -5.056
C15 2.442 -0.805 -3.839
C16 3.550 -0.120 -3.541
F2 4.343 0.559 -4.385
C17 3.879 -0.205 -2.102
F3 5.210 -0.287 -1.796
C18 2.936 0.224 -1.023
O5 2.734 0.993 -0.120
C19 2.785 -1.143 -1.522
F4 3.047 -2.220 -0.739
C20 1.739 -1.332 -2.629
F5 -0.555 -0.679 -3.089
N6 0.380 4.701 -1.538
C21 -0.586 3.983 -0.888
N7 -1.581 4.680 -0.309
O6 -0.624 2.746 -0.961
H23 0.568 5.629 -1.192
H24 1.210 4.171 -1.762
H25 -1.420 5.645 -0.075
H26 -2.111 4.149 0.397

The energy relative to the best compared isomer or geometry (same formula, charge and spin) is 3.7603 eV. As for the charge: -1. Its gap between HOMO and LUMO is 5.77 eV. The calculation puts the energy at -102710.0119 eV.

No. 4
This record from the Open Molecules 2025 dataset describes a molecular structure, C21H26FeO7 at a distorted geometry. The level of theory is ωB97M-V with the def2-TZVPD basis set.

Cartesian coordinates (Å):
C1 -2.186 -3.831 1.995
C2 -1.127 -2.739 1.869
C3 -1.270 -1.979 0.562
C4 -0.091 -1.086 0.182
C5 0.064 0.264 0.863
C6 1.358 0.900 0.372
O1 1.506 2.048 0.010
O2 2.362 -0.015 0.398
C7 3.699 0.533 0.319
C8 4.628 -0.570 -0.112
C9 -1.076 1.195 0.554
O3 -1.102 2.390 0.838
O4 -2.154 0.646 -0.039
C10 -3.322 1.518 0.038
C11 -4.440 0.816 -0.682
H1 -2.058 -4.391 2.922
H2 -3.198 -3.414 1.992
H3 -2.110 -4.534 1.160
H4 -1.193 -2.035 2.706
H5 -0.129 -3.192 1.909
H6 -1.385 -2.700 -0.258
H7 -2.179 -1.373 0.563
H8 0.848 -1.637 0.319
H9 -0.181 -0.875 -0.899
H10 3.691 1.357 -0.401
H11 3.977 0.915 1.312
H12 5.653 -0.198 -0.051
H13 4.542 -1.463 0.517
H14 4.429 -0.856 -1.151
H15 -3.576 1.683 1.094
H16 -3.070 2.479 -0.423
H17 -5.373 1.354 -0.502
H18 -4.255 0.804 -1.757
H19 -4.570 -0.214 -0.337
O5 3.329 4.653 9.413
C12 2.971 4.110 8.449
Fe1 2.068 3.236 7.217
C13 1.555 1.990 8.335
O6 1.032 1.290 9.103
C14 0.659 4.247 7.559
O7 -0.233 4.819 8.039
C15 0.803 0.843 3.012
C16 0.779 2.218 2.943
C17 1.324 3.215 3.758
C18 2.245 3.111 4.809
C19 2.577 1.917 5.504
C20 2.111 0.616 5.169
C21 1.372 0.152 4.077
H20 0.198 0.224 2.164
H21 0.255 2.620 2.082
H22 1.027 4.228 3.462
H23 2.814 4.028 5.056
H24 3.458 1.953 6.192
H25 2.445 -0.178 5.846
H26 1.233 -0.936 4.052

Its spin multiplicity is 5. As for the expectation value of S²: 6.069. The energy relative to the best compared isomer or geometry (same formula, charge and spin) is 0.4503 eV. Its gap between HOMO and LUMO (spin up / spin down) is 6.31 / 7.66 eV. The calculation puts the energy at -70912.2519 eV.